(1)
Density functional theory data (wB97M-V/def2-TZVPD) for a molecular structure, C8H27N6NiO9 at a distorted geometry.

```
51
Properties=species:S:1:pos:R:3:forces:R:3:mulliken_charge:R:1
H -1.5867 0.7641 2.7588 -0.832 -0.087 0.032 0.12
O 1.3993 -1.7786 0.3001 0.722 -0.758 0.872 -0.33
H -4.7528 2.2328 2.1671 0.023 -0.152 0.084 0.25
H 0.6231 1.4667 -2.5292 0.311 0.124 -0.280 0.18
C -3.2108 3.0331 0.7690 0.367 -0.239 2.183 -0.35
C -1.6087 0.9900 3.8249 1.470 -1.322 0.899 -0.65
H -5.4134 4.1264 1.1781 -0.097 0.117 -0.007 0.31
C -4.0623 3.0734 2.0983 -0.148 0.528 -1.990 -0.31
H -1.3095 0.1281 -1.7273 -0.129 -0.004 0.218 0.33
N 2.8255 -1.5042 -2.6235 -5.883 2.622 5.520 -0.08
H -2.5837 3.9183 0.8760 -0.150 0.161 -0.609 0.26
Ni 2.6634 -3.3205 1.2961 -0.908 1.383 -0.466 0.81
C 2.8123 1.4778 2.8492 3.859 4.197 7.935 0.58
H -1.6858 -3.0873 -2.1405 0.344 0.135 0.067 0.22
H -2.5090 2.2040 0.6791 -0.251 -0.352 -0.167 -0.23
H 0.2436 -2.9251 -1.4331 -0.608 1.040 0.457 0.13
N 1.7474 0.9196 3.2978 -4.825 -2.662 2.965 -0.22
H 2.9431 -0.6019 -2.1852 -0.375 -0.305 0.263 0.16
H 2.1208 0.7149 1.1870 0.391 0.340 0.020 0.12
H 1.1831 0.6374 2.5091 -1.063 -0.340 1.477 0.28
C -0.3093 -4.5768 -2.4163 -0.669 2.323 0.707 0.63
H -3.9145 3.0921 -0.0613 0.369 -0.046 -0.088 0.37
C -0.3572 1.2172 -2.9354 0.366 0.072 -1.351 -0.58
H 1.5122 -3.9872 -1.7455 0.129 -0.360 -0.445 0.27
O -2.8531 0.8768 4.4444 -1.514 0.897 -0.740 -0.52
N 2.8137 1.2907 1.6435 1.965 -1.273 -12.278 -0.20
H -3.5490 3.1656 3.0554 0.311 0.005 -0.353 0.22
H 1.4275 0.8665 4.2543 0.257 0.297 -0.378 0.16
N -1.4604 -3.9973 -2.5164 -3.581 -0.892 -1.293 -0.25
H -2.2276 -4.5797 -2.8202 -0.276 0.225 0.028 0.24
H 3.5259 1.6030 0.9991 0.093 0.321 0.676 0.18
H -0.3437 0.2725 -3.4789 0.628 0.190 -0.647 0.29
H 4.2702 0.0198 -3.4218 0.700 0.035 -0.259 0.18
O -0.5169 -1.3285 -0.7519 -0.027 -1.313 -0.223 -0.84
H -1.0706 0.1901 4.3336 1.089 -0.120 -0.472 0.38
N 0.5711 -3.7071 -1.9820 3.604 -0.335 0.747 -0.08
O -0.1030 -5.7799 -2.5513 0.805 -1.944 -0.328 -0.26
O 0.2468 0.1535 0.6693 0.540 -1.635 -0.049 -0.47
H -0.5658 0.3957 0.2193 -0.652 1.433 0.033 0.06
H 5.3552 -1.0342 -4.2658 -0.385 -0.004 -0.048 0.24
H -0.7695 2.0130 -3.5558 0.677 0.042 -0.394 0.22
O 3.6471 2.1418 3.4904 -0.483 -0.783 -0.316 -0.73
H -2.7869 0.8771 5.4021 0.315 0.108 -0.086 0.32
O 3.7526 -2.9163 -3.9272 0.207 -5.241 -2.402 -0.64
C 3.6942 -1.8374 -3.4755 1.732 -1.421 -0.888 0.66
C 0.3723 -1.0697 0.0790 0.368 0.215 -0.418 0.66
H -1.0065 1.8927 3.9276 -0.536 0.538 0.374 0.36
N 4.5772 -0.9191 -3.6321 3.701 4.269 -1.405 -0.40
H 2.2886 -2.1607 -2.0750 0.326 0.344 -0.632 -0.08
O -1.2719 1.0626 -1.9438 -1.868 -0.335 2.499 -0.43
O -4.7878 4.2945 1.8865 -0.411 -0.038 0.954 -0.54
```
Positions in Å, forces in eV/Å.

The calculation puts the lowest unoccupied orbital energy (spin up / spin down) at -6.00 / -9.12 eV. Its spin multiplicity is 3. The net charge is +1. The expectation value of S² is 2.011. Its highest occupied orbital energy (spin up / spin down) is -11.3 / -11.3 eV.

(2)
Density functional theory data (wB97M-V/def2-TZVPD) for 5 unconnected molecules or ions with the total composition C8H27NO5 at a distorted geometry.

```
41
Properties=species:S:1:pos:R:3:forces:R:3:mulliken_charge:R:1
H -5.6123 0.7593 3.7756 0.041 0.189 -0.054 0.29
H 2.9379 -0.7292 2.1477 -0.334 -0.061 0.472 0.30
H 3.3732 -0.7024 -3.4316 0.191 -0.170 0.454 0.35
C -3.3830 1.4397 2.5883 1.196 0.193 0.780 -0.87
H 4.7831 -2.6721 -5.0320 -0.110 0.472 -0.114 0.23
H 0.9104 0.9559 -3.1720 0.372 -0.389 -0.036 0.33
O 3.6854 -1.1188 -4.2395 -0.400 0.658 -1.178 -0.48
H 1.0710 -3.6260 -1.3924 0.223 -0.027 -0.423 0.31
C 1.3369 1.1422 -2.1841 -1.159 0.786 -0.532 -0.26
H 1.4910 0.2525 2.6679 -0.278 -0.050 -0.592 0.26
C -2.3639 1.8407 1.5222 -1.087 0.059 -0.909 0.55
H 3.8185 -3.1009 -3.6496 0.137 0.187 0.053 0.20
H 0.5809 0.7940 -1.4702 0.246 -0.239 0.119 -0.15
H -1.2623 0.0109 1.3446 -0.286 -0.119 0.196 0.30
H -0.5313 2.7249 1.3483 0.022 -0.487 -0.061 0.24
H -4.5344 -0.6512 3.4641 -0.267 0.074 0.497 0.34
H 1.7894 0.2047 0.3998 0.211 0.302 -0.274 0.28
C -5.2124 0.0868 3.0162 0.836 -0.840 -0.407 -0.75
H -3.7557 2.2887 3.1756 -0.103 0.325 -0.322 0.40
H -1.2703 0.9130 -0.0931 -0.413 0.051 -0.305 -0.01
O 2.5097 0.7239 0.7944 -1.453 -0.479 0.589 -0.55
N -1.2023 2.5182 2.0856 -0.121 0.791 0.210 -0.72
H 0.1889 -2.7936 -2.7527 0.139 -0.121 0.001 0.30
H 1.4599 -1.9133 -1.8491 0.313 -0.448 -0.385 0.02
H 1.3462 2.2380 -2.1195 0.337 -0.059 0.213 0.27
H -2.8107 0.8749 3.3439 -0.255 -0.525 -0.138 0.34
H -2.9231 2.5237 0.8632 0.120 -0.140 -0.242 0.21
C -1.9324 0.6201 0.7255 0.973 0.040 0.429 -0.96
O -4.4385 0.7268 2.0080 -0.536 0.142 0.299 -0.32
H -1.0231 -2.5918 -0.7983 0.051 -0.012 0.020 0.26
H -2.7640 0.0062 0.3974 -0.005 0.124 -0.191 0.40
H 5.2987 -2.1284 -3.4265 -0.114 -0.086 -0.131 0.25
H 3.0914 0.9245 2.7456 0.020 -0.066 -0.094 0.26
O 2.6040 0.5547 -2.0419 -0.040 -0.031 0.313 -0.51
H -6.0088 -0.4940 2.5563 -0.129 0.319 -0.207 0.26
C 0.6902 -2.6833 -1.7900 -0.403 0.735 0.946 -0.39
C 4.4228 -2.2797 -4.0780 0.247 -0.965 0.988 -0.51
O -0.1887 -2.1138 -0.7999 -0.234 -0.015 -0.151 -0.46
H 2.8749 0.7556 -1.1326 0.397 -0.146 -0.223 0.38
H -1.5044 3.4656 2.3203 0.060 -0.233 0.425 0.28
C 2.4570 0.2534 2.1629 1.597 0.263 -0.040 -0.69
```
Positions in Å, forces in eV/Å.

The calculation puts the lowest unoccupied orbital energy at 0.66 eV. Its spin multiplicity is 1. Its highest occupied orbital energy is -9.7 eV.

(3)
Density functional theory data (wB97M-V/def2-TZVPD) for 5 unconnected molecules or ions with the total composition C8H27O5 at a distorted geometry.

```
40
Properties=species:S:1:pos:R:3:forces:R:3:mulliken_charge:R:1
H 0.1106 -3.9271 -1.0515 0.240 -0.634 1.048 0.36
H 0.5357 3.0709 -2.2806 1.130 -0.095 -0.726 0.32
C 3.3276 -0.8301 0.1684 -4.136 -2.351 -1.595 -0.41
H -4.2133 0.3149 1.4664 -1.094 0.489 -0.113 0.39
H -2.1694 0.5999 3.1554 -0.885 0.173 -0.679 0.38
H -3.0623 1.7109 0.6835 -0.399 -3.718 1.588 0.20
H -2.6503 -0.9461 2.6334 -2.075 -2.615 0.853 0.37
O -0.1043 0.2799 -0.6436 1.127 0.810 1.585 -0.19
C -2.3623 -0.0451 2.2724 2.326 3.296 -0.858 -0.50
H -0.5643 -0.4951 2.7264 1.255 -0.262 1.114 0.23
H 2.0517 0.0429 1.8894 0.102 -1.072 -1.543 0.14
H -0.5403 4.3779 -1.9636 -0.132 1.346 -0.372 0.43
C 0.6787 3.7919 -0.2175 -6.901 -3.050 -0.334 -0.35
C -3.2334 0.5149 1.1004 2.243 1.469 -0.112 -0.68
H 0.7277 0.8559 -0.5315 -0.695 0.292 -0.266 0.47
H -2.4504 -3.6751 -0.5665 1.396 0.345 -0.304 0.42
H 1.3687 -1.3531 0.9984 -3.045 -1.993 -1.052 0.10
H -0.2764 0.0309 0.3364 -0.606 -0.053 -0.363 0.28
H -0.0003 4.2859 0.4945 -0.229 -0.406 0.028 0.29
H -0.7143 -3.6181 -2.3805 -2.873 -4.090 -7.130 0.64
C -1.7683 -2.7921 -0.7836 1.803 -4.289 -0.528 -1.13
H 3.3927 0.0539 -1.4866 -0.968 0.399 -0.232 0.28
O 1.1027 2.5659 0.2535 -4.169 -2.270 -3.036 -0.39
H 1.0997 -2.5001 -2.4615 2.043 -1.031 -1.376 0.23
H -3.0513 -0.2081 0.2934 -0.183 0.512 -0.187 0.08
H 4.1287 -0.2241 0.2475 3.123 1.339 2.174 0.39
H 1.7977 2.6009 0.7804 4.955 0.513 3.721 0.18
C 2.2227 -0.9481 1.3184 6.352 3.272 1.613 -0.65
H -0.9973 2.7559 -1.5766 2.003 1.590 1.108 0.11
O -0.9654 -0.4061 1.8874 -0.973 0.789 -2.123 -0.51
O 2.6587 -0.0741 -0.8586 0.117 0.151 -1.450 -0.46
H 0.2437 -0.5051 -1.1045 0.063 -1.261 -0.683 0.42
H -2.4543 -2.2211 -1.2356 -1.924 2.753 -2.391 0.40
C -0.4693 -3.2091 -1.5816 0.005 2.567 6.375 -0.58
H -1.5703 -2.4071 0.1404 0.839 1.186 2.538 0.19
O 0.3856 -2.1821 -1.9846 -1.614 3.557 2.035 -0.55
C -0.0724 3.5309 -1.5446 -2.090 -2.111 0.710 -1.08
H 1.3727 4.4389 -0.3045 5.444 4.241 -1.192 0.53
H 2.8077 -1.4441 2.0845 -0.747 -1.043 0.382 0.44
H 3.6776 -1.8121 -0.3736 -0.827 1.255 1.772 0.22
```
Positions in Å, forces in eV/Å.

The calculation puts the lowest unoccupied orbital energy at -2.28 eV. Its spin multiplicity is 1. The net charge is +1. Its highest occupied orbital energy is -13.6 eV.

It is found that the energy above the lowest of the compared OMol25 structures with the same formula, charge and spin values, taken in the order of the records, are 661.1 174.8 480.4 kJ/mol.
It is found that the molar mass values, taken in the order of the records, are 410.030 217.306 203.299 g/mol.